1.
This record from the OMol25 dataset describes a molecular structure, C21H26IMnN5O5. The level of theory is ωB97M-V/def2-TZVPD.

XYZ file:
```
59
C21H26IMnN5O5 | the OMol25 dataset | ωB97M-V/def2-TZVPD
Mn 0.3467 0.5520 0.7976
O 4.6015 -2.4644 -0.4598
C 3.6704 -2.9259 -1.3051
C 4.0931 -3.7984 -2.3143
C 3.1914 -4.3098 -3.2223
C 1.8403 -3.9707 -3.1568
C 1.4188 -3.1139 -2.1614
C 2.3102 -2.5805 -1.2268
C 1.7674 -1.6540 -0.2052
O 0.5358 -1.3904 -0.1646
N 2.6752 -1.1335 0.6433
N 2.0708 -0.1897 1.4018
C 2.6489 0.3336 2.4183
C 1.8400 1.3211 3.1247
C 2.2672 1.9896 4.2654
C 1.4115 2.8863 4.8731
C 0.1505 3.0866 4.3290
C -0.2037 2.3913 3.1893
N 0.6193 1.5289 2.5887
H 4.1430 -1.8508 0.1690
H 5.1441 -4.0516 -2.3577
H 3.5430 -4.9814 -3.9963
H 1.1363 -4.3711 -3.8738
H 0.3806 -2.8197 -2.0770
H 3.6476 0.0503 2.7296
H 3.2590 1.7994 4.6522
H 1.7219 3.4242 5.7591
H -0.5505 3.7791 4.7734
H -1.1666 2.5252 2.7173
C -2.4977 -2.8124 1.5330
N -3.1219 -1.5575 1.1312
C -4.4288 -1.6446 0.5043
C -2.4095 -0.4284 1.1891
O -1.3026 -0.3918 1.7336
C -3.0143 0.8287 0.5751
O -2.0631 1.8711 0.6174
C -1.9435 2.5851 -0.5962
C -1.2089 1.6966 -1.6007
O -0.9352 0.5494 -1.2454
N -0.9164 2.1886 -2.8085
C -1.0155 3.6137 -3.0783
C -0.0145 1.4293 -3.6654
H -2.7244 -3.5707 0.7835
H -1.4227 -2.6713 1.5866
H -2.8758 -3.1420 2.5021
H -5.0127 -2.4078 1.0166
H -4.9721 -0.7070 0.5854
H -4.3451 -1.9207 -0.5499
H -3.3135 0.6046 -0.4499
H -3.9030 1.1260 1.1426
H -2.9245 2.8938 -0.9732
H -1.3409 3.4674 -0.3851
H -1.9333 4.0285 -2.6664
H -0.1551 4.1460 -2.6622
H -1.0394 3.7607 -4.1564
H -0.0753 0.3782 -3.4031
H -0.3055 1.5730 -4.7056
H 1.0125 1.7699 -3.5138
I 1.6888 2.6819 -0.3510
```

Summary:
2S+1: 2
HOMO level (spin up / spin down): -7.61 / -7.31 eV
⟨S²⟩: 1.0641



2.
This record from the OMol25 dataset describes a molecular structure, C8H10N2O. The level of theory is ωB97M-V/def2-TZVPD.

XYZ file:
```
21
C8H10N2O | the OMol25 dataset | ωB97M-V/def2-TZVPD
C 2.3613 -0.4487 -0.0524
C 0.8964 0.0308 -0.0227
C 0.6936 1.4246 0.2528
C -0.6604 1.9926 -0.1883
C -1.6451 1.1732 -0.4011
C -1.4353 -0.3500 -0.3900
C -2.7214 -1.1771 -0.3939
C -0.1693 -0.8827 -0.4536
H 3.2599 1.2963 0.5087
H 4.1111 -0.4648 0.7929
H 3.5708 -2.1688 0.0991
H 1.5164 2.1191 0.2918
H -0.7161 3.0210 -0.0540
H -2.6362 1.7811 -0.1563
H -2.4281 -2.3065 -0.1622
H -3.4641 -0.9462 -1.4910
H -3.2236 -0.2423 1.4447
H 0.2310 -1.8679 -0.3637
N 3.5336 0.4760 -0.1030
N 2.6287 -1.8340 0.1137
O -3.7031 -0.6257 0.7286
```

Summary:
HOMO level: -9.14 eV



3.
This record from the OMol25 dataset describes a molecular structure, C20H19Br2IrN5OS. The level of theory is ωB97M-V/def2-TZVPD.

XYZ file:
```
49
C20H19Br2IrN5OS | the OMol25 dataset | ωB97M-V/def2-TZVPD
Ir 0.0114 -0.1953 -0.6732
Br 5.7056 1.7009 -3.6095
C 4.1890 1.1563 -2.7366
C 4.0232 -0.1820 -2.3508
C 2.8710 -0.5403 -1.7077
N 1.8860 0.3523 -1.4277
C 2.0394 1.6591 -1.7943
C 3.1689 2.0812 -2.4455
C 0.9047 2.5449 -1.4381
C 0.8901 3.8997 -1.6692
C -0.2317 4.6521 -1.2905
Br -0.2834 6.4643 -1.6087
C -1.3033 4.0006 -0.6719
C -1.2188 2.6468 -0.4620
N -0.1406 1.9228 -0.8309
H 4.7843 -0.9221 -2.5576
H 2.7027 -1.5656 -1.4023
H 3.2936 3.1116 -2.7454
H 1.7261 4.4010 -2.1351
H -2.1865 4.5451 -0.3670
H -2.0338 2.1043 -0.0003
O -1.4599 -0.0896 -2.4163
C -2.1036 -1.3067 -2.8622
C -1.6378 -2.4258 -1.9781
C -2.0681 -3.7242 -2.1895
C -1.5964 -4.7368 -1.3731
C -0.7039 -4.4264 -0.3462
C -0.3283 -3.1189 -0.1738
N -0.7845 -2.1270 -0.9794
H -1.3912 0.5496 -3.1412
H -1.8395 -1.5039 -3.9018
H -3.1848 -1.1787 -2.7828
H -2.7603 -3.9337 -2.9955
H -1.9148 -5.7597 -1.5315
H -0.3123 -5.1918 0.3094
H 0.3503 -2.8307 0.6213
C -2.5336 -0.5710 4.6787
N -1.0926 -0.2444 4.6453
C -0.3264 -0.0457 5.7174
C 0.9748 0.2371 5.2683
N 0.9310 0.1955 3.9315
C -0.3371 -0.0997 3.4918
S -0.9526 -0.2727 1.9585
H -2.8421 -0.6141 5.7191
H -2.6908 -1.5368 4.2048
H -3.0878 0.2076 4.1602
H -0.6974 -0.1065 6.7309
H 1.8696 0.4524 5.8347
H 1.7221 0.3646 3.3238
```

Summary:
2S+1: 6
Charge: +4
HOMO level (spin up / spin down): -20.04 / -19.89 eV
⟨S²⟩: 8.7881



4.
This record from the OMol25 dataset describes a molecular structure, C29H33BGeN9O2RhS. The level of theory is ωB97M-V/def2-TZVPD.

XYZ file:
```
77
C29H33BGeN9O2RhS | the OMol25 dataset | ωB97M-V/def2-TZVPD
Rh -0.2503 -1.5300 0.7648
B 0.7312 0.4180 3.8485
N 1.5251 -0.8362 3.3286
C 2.7213 -1.1686 3.8232
C 3.1159 -2.3823 3.2902
C 2.0727 -2.7320 2.4474
N 1.1073 -1.8030 2.4838
N -0.6759 0.6389 3.1512
C -1.5422 1.5515 3.6083
C -2.7110 1.4822 2.8709
C -2.4675 0.4648 1.9532
N -1.2395 -0.0390 2.1300
H 1.4116 1.4038 3.6701
H 0.5045 0.2654 5.0298
H 3.2072 -0.5280 4.5428
H 4.0294 -2.9207 3.4772
H 1.9655 -3.5954 1.8074
H -1.2767 2.1771 4.4466
H -3.6036 2.0738 2.9905
H -3.1127 0.0595 1.1867
N -1.4997 -2.9226 2.6244
N -2.2647 -3.9994 2.1959
C -2.2090 -4.3597 0.9082
N -2.8967 -5.4525 0.5661
S -1.3374 -3.5140 -0.2829
H -0.7039 -3.2207 3.1781
H -2.0630 -2.2608 3.1444
H -2.7156 -4.5955 2.8749
H -3.4926 -5.9433 1.2114
H -2.9139 -5.7227 -0.4020
C -2.9171 -0.2028 -1.9310
Ge -1.1534 0.3020 -1.2655
C -0.1654 1.0608 -2.7995
C -0.8429 1.2613 -4.0062
C -0.1674 1.6894 -5.1447
C 1.1989 1.9231 -5.0989
C 1.8839 1.7543 -3.9030
C 1.2066 1.3321 -2.7667
C -1.3905 2.0999 -0.3499
C -2.5975 2.8386 -0.5432
C -2.8012 4.0621 0.0499
C -1.7721 4.6600 0.7933
C -0.5455 4.0055 0.9779
C 0.4924 4.6110 1.7050
C 1.7054 3.9516 1.8936
C 1.8784 2.6729 1.3968
C 0.8502 2.0554 0.6733
C -0.3594 2.7067 0.4286
H -3.4035 0.6358 -2.4313
H -3.5646 -0.5674 -1.1328
H -2.7512 -1.0091 -2.6451
H -1.9097 1.0819 -4.0751
H -0.7125 1.8367 -6.0693
H 1.7258 2.2451 -5.9881
H 2.9475 1.9563 -3.8504
H 1.7674 1.2343 -1.8455
H -3.3833 2.4263 -1.1652
H -3.7469 4.5750 -0.0736
H -1.9087 5.6498 1.2150
H 0.3338 5.5968 2.1277
H 2.5015 4.4286 2.4494
H 2.7946 2.1235 1.5697
H 1.0109 1.0487 0.3126
C 1.4399 -2.6523 -4.2863
N 1.8842 -2.1527 -2.9861
C 3.2173 -1.9966 -2.6975
C 3.6436 -1.4944 -1.5332
C 2.6632 -1.0945 -0.5361
O 2.9512 -0.4797 0.4835
N 1.3353 -1.4232 -0.8069
C 0.9338 -1.8579 -2.0341
O -0.2686 -1.9761 -2.3184
H 2.2623 -2.5579 -4.9912
H 0.5967 -2.0599 -4.6281
H 1.1322 -3.6955 -4.2214
H 3.8965 -2.2763 -3.4919
H 4.6922 -1.3379 -1.3299
```

Summary:
2S+1: 6
Charge: +1
HOMO level (spin up / spin down): -9.21 / -10.67 eV
⟨S²⟩: 8.7860



5.
This record from the OMol25 dataset describes a gas-phase ion, C5H12NO (charge -1). The level of theory is ωB97M-V/def2-TZVPD.

XYZ file:
```
19
C5H12NO | the OMol25 dataset | ωB97M-V/def2-TZVPD
C 1.8690 0.6318 -0.3055
O 1.7026 1.2443 -1.4588
C 0.6008 -0.3149 0.0600
C -0.7167 0.3960 -0.2792
C -1.7131 0.6087 0.8566
C -2.2952 -0.7026 1.4339
N 0.7176 -1.6181 -0.6037
H 2.1727 1.2769 0.5575
H 2.6624 -0.1955 -0.2051
H 0.5670 -0.3705 1.1648
H -1.2554 0.0110 -1.1535
H -0.3716 1.3921 -0.5984
H -2.4340 1.3683 0.5589
H -1.0847 1.0733 1.6333
H -1.7787 -0.8913 2.3718
H -2.1020 -1.5702 0.7975
H -3.3879 -0.6427 1.4300
H 1.1799 -1.3679 -1.4696
H 1.2894 -2.2310 -0.0445
```

Summary:
SMILES: CCC[C@@H](N)C[O-]
Charge: -1
HOMO level: -2.46 eV



6.
This record from the OMol25 dataset describes a molecular structure, C20H42MgNPSi2. The level of theory is ωB97M-V/def2-TZVPD.

XYZ file:
```
67
C20H42MgNPSi2 | the OMol25 dataset | ωB97M-V/def2-TZVPD
C 1.1876 2.5549 -3.4787
C -0.1006 2.1305 -3.1856
C -0.3236 1.0720 -2.2882
C 0.7454 0.4251 -1.6639
C 2.0419 0.8619 -1.9361
C 2.2633 1.9276 -2.8462
C -1.7876 0.7019 -2.0696
C -2.1265 -0.7182 -1.5963
N -1.2570 -1.8318 -1.9936
Mg -0.1383 -1.0906 -0.3395
C 3.2332 0.1942 -1.2811
P 2.6239 -1.4353 -0.6171
H -1.0078 2.5299 -3.6495
H 3.2856 2.2601 -3.0445
H 1.3074 3.3503 -4.2208
H 3.5799 0.7804 -0.4073
H 4.0975 0.0320 -1.9540
H -2.2230 1.3293 -1.2556
H -2.3863 0.8689 -2.9761
H -2.1903 -0.6181 -0.4627
C 4.1452 -1.9723 0.2389
C 2.7955 -2.4239 -2.1501
H -3.1558 -0.9682 -1.9483
C -0.7121 -1.6690 -3.3646
C -2.1117 -3.0715 -2.0958
H 0.9138 -1.9665 1.1445
H -1.1218 -2.3684 -4.1100
H -0.9724 -0.6585 -3.7091
H 0.3777 -1.7549 -3.3787
H -2.3250 -3.3506 -3.1475
H -1.6874 -3.9602 -1.6236
H -3.1007 -2.9056 -1.6384
H 3.8366 -2.4105 -2.4917
H 2.4782 -3.4549 -1.9328
H 2.1494 -2.0377 -2.9421
H 5.0202 -1.8707 -0.4183
H 4.2939 -1.3664 1.1440
H 4.0374 -3.0193 0.5512
H 0.3224 -2.4813 0.8955
C -3.1998 0.6461 2.8853
Si -1.6739 -0.4500 2.7492
C -1.2221 -0.8423 4.5226
C -2.2783 -2.0628 1.9893
C -0.2444 0.2744 1.7596
Si 0.0729 2.1375 1.9898
C 1.7948 2.4943 2.6840
C -0.0677 3.0701 0.3621
C -1.0282 3.1384 3.1952
H -3.9374 0.1240 3.5086
H -3.6714 0.8155 1.9109
H -3.0372 1.6242 3.3436
H -2.0703 -1.3209 5.0260
H -0.3821 -1.5391 4.5997
H -0.9628 0.0384 5.1180
H -2.8588 -1.9349 1.0654
H -1.4679 -2.7689 1.7859
H -2.9314 -2.5548 2.7251
H 0.7086 -0.1753 2.1372
H 2.5757 2.2778 1.9465
H 1.8741 3.5652 2.9426
H 2.0035 1.9200 3.5952
H -1.0480 2.9005 -0.1063
H 0.0614 4.1513 0.5188
H 0.7061 2.7318 -0.3412
H -1.9982 3.4076 2.7504
H -1.2167 2.6325 4.1536
H -0.5085 4.0847 3.4262
```

Summary:
HOMO level: -6.88 eV



7.
This record from the OMol25 dataset describes a molecular structure, C28H37N8O2PS3Ti. The level of theory is ωB97M-V/def2-TZVPD.

XYZ file:
```
80
C28H37N8O2PS3Ti | the OMol25 dataset | ωB97M-V/def2-TZVPD
Ti 1.3149 -0.1989 0.9328
N -0.0308 -1.3928 -0.2004
C -0.2217 -2.7004 0.4915
C 0.8066 -2.8378 1.6252
N 0.8488 -1.5846 2.4536
C 1.9565 -1.6129 3.4668
C 3.1763 -0.8278 2.9812
N 2.7251 0.4780 2.3956
C -0.4526 -1.2590 3.1254
C -0.5216 0.2412 3.3424
N -0.1685 0.8854 2.0368
H -0.9259 -0.9162 -0.3678
H 0.3905 -1.5299 -1.1028
H -0.1061 -3.5282 -0.1949
H -1.2258 -2.7387 0.8746
H 1.8013 -2.9769 1.1923
H 0.5584 -3.6980 2.2403
H 2.2467 -2.6347 3.6940
H 1.5927 -1.1578 4.3817
H 3.6937 -1.3752 2.2164
H 3.8620 -0.6836 3.8073
H 3.5052 0.8237 1.8380
H 2.5389 1.1443 3.1186
H -0.5525 -1.8088 4.0595
H -1.2875 -1.5276 2.4891
H 0.1757 0.5688 4.1067
H -1.5217 0.5120 3.6610
H -0.0294 1.8757 2.1598
H -0.9921 0.8299 1.4024
N 7.3597 -0.7124 -5.3957
C 6.6586 -0.7004 -4.2273
C 6.3208 0.5226 -3.6105
C 5.6006 0.5408 -2.4433
C 5.1847 -0.6718 -1.8749
C 5.5319 -1.8925 -2.4592
C 6.2667 -1.9044 -3.6197
S 4.2740 -0.7082 -0.4230
O 4.3046 -2.0301 0.1428
O 4.7945 0.3705 0.3956
N 2.6369 -0.4092 -0.6194
C 2.2196 0.8443 -1.1230
N 1.2481 1.3948 -0.3421
C 0.7038 2.5484 -0.7324
C 1.1206 3.1797 -1.8723
C 2.1229 2.5590 -2.5946
N 2.6725 1.3977 -2.2335
H 7.6643 0.1420 -5.8214
H 7.6439 -1.5752 -5.8177
H 6.6402 1.4578 -4.0655
H 5.3674 1.4773 -1.9559
H 5.2301 -2.8207 -1.9838
H 6.5493 -2.8510 -4.0737
H -0.0894 2.9512 -0.1165
H 0.6714 4.1115 -2.1921
H 2.5069 2.9977 -3.5124
S -3.4892 -1.5432 1.4423
P -3.8022 0.0848 0.3526
S -2.1193 0.9659 -0.3722
C -4.7050 1.3247 1.3287
C -5.6269 0.8915 2.2837
C -6.3292 1.8198 3.0448
C -6.1115 3.1801 2.8608
C -5.1937 3.6148 1.9141
C -4.4889 2.6896 1.1475
C -4.8862 -0.2694 -1.0543
C -5.6506 -1.4322 -1.0688
C -6.4771 -1.7058 -2.1559
C -6.5334 -0.8247 -3.2274
C -5.7629 0.3343 -3.2185
C -4.9414 0.6152 -2.1330
H -5.7806 -0.1722 2.4323
H -7.0428 1.4797 3.7859
H -6.6569 3.9022 3.4597
H -5.0237 4.6758 1.7734
H -3.7693 3.0241 0.4105
H -5.5904 -2.1203 -0.2332
H -7.0725 -2.6120 -2.1663
H -7.1753 -1.0419 -4.0760
H -5.7985 1.0170 -4.0619
H -4.3343 1.5135 -2.1246
```

Summary:
2S+1: 2
Charge: +1
HOMO level (spin up / spin down): -10.05 / -10.05 eV
⟨S²⟩: 0.7533



8.
This record from the OMol25 dataset describes C2H2OS in the gas phase. The level of theory is ωB97M-V/def2-TZVPD.

XYZ file:
```
6
C2H2OS | the OMol25 dataset | ωB97M-V/def2-TZVPD
C 0.2197 -0.2048 0.7512
C -0.4289 0.1163 -0.6981
O 0.1525 0.5699 1.6269
S -0.1027 -0.8503 -1.9473
H 0.8101 -1.1455 0.9265
H -1.2485 0.8660 -0.8946
```

Summary:
SMILES: O=CC=S
HOMO level: -9.28 eV



9.
This record from the OMol25 dataset describes C5H8S2 in the gas phase. The level of theory is ωB97M-V/def2-TZVPD.

XYZ file:
```
15
C5H8S2 | the OMol25 dataset | ωB97M-V/def2-TZVPD
C -1.1393 -1.3958 0.5555
C -0.0661 -0.4472 0.2543
C -1.2253 -0.6177 -0.7483
C 1.2965 1.5203 0.0739
C 0.3148 0.8608 1.0130
S -1.8312 -2.3279 1.6477
S -0.9434 -1.4176 -2.3789
H 0.8150 -0.7367 -0.2426
H -2.0851 -0.0481 -0.8753
H 2.0730 0.9125 -0.3048
H 1.8353 2.2972 0.5781
H 0.8556 1.8192 -0.8079
H -0.6605 1.3056 1.1675
H 0.6437 0.3954 2.0253
H 0.1168 -2.1200 -1.9575
```

Summary:
SMILES: CC[C@H]1C(=S)[C@@H]1S
HOMO level: -8.34 eV



10.
This record from the OMol25 dataset describes a molecular structure, C23H25N5O2. The level of theory is ωB97M-V/def2-TZVPD.

XYZ file:
```
55
C23H25N5O2 | the OMol25 dataset | ωB97M-V/def2-TZVPD
C 0.5094 0.6569 -7.1634
C 0.6806 -0.2505 -5.9077
N -0.2169 -0.3977 -4.9196
C -0.0564 -1.1255 -4.0165
C 0.9342 -1.8730 -3.9090
C 2.1389 -1.7659 -4.9270
C 2.0021 -0.8716 -6.0816
H 2.5967 -1.0761 -6.7348
H 3.0018 -2.5215 -4.7661
C 1.2740 -2.7820 -2.6700
O 1.5201 -4.1581 -2.8102
N 1.4395 -2.4222 -1.5041
C 1.2153 -0.7990 -1.2336
H 1.4949 -0.2851 -2.0247
C 0.0833 -0.5809 -0.3403
H 0.2782 0.6500 -0.1712
H -0.7927 -0.5773 -0.9381
C 0.2068 -1.2438 0.9172
N 1.1556 -0.8967 2.0349
C 1.1923 0.2550 2.7555
C 2.2613 0.3162 3.2912
C 3.3185 -0.5925 2.6961
N 2.5240 -1.3454 1.9407
H 4.3206 -0.7505 2.8955
H 2.5192 0.8456 4.1488
N -0.0901 1.0055 3.0603
C -1.4507 0.6830 3.1874
O -1.6100 -0.7117 3.3331
C -2.1698 1.7363 3.5889
C -2.9411 1.5678 4.8746
C -3.7921 2.3557 5.3939
C -4.0920 3.5348 4.5551
C -3.2983 3.7851 3.4436
C -2.5349 2.8780 2.8328
C -1.8024 3.0665 1.5287
H -1.4127 1.9999 1.2417
H -2.5544 3.4976 0.9597
H -0.6436 3.7655 1.7205
H -3.4446 4.6585 2.8212
H -4.4824 4.3286 4.9105
H -4.3085 2.4973 6.2896
H -2.5484 0.6338 5.3293
H 0.1739 1.9632 3.1300
C 0.3115 -2.7191 0.5585
C 1.5482 -3.2073 -0.3382
H 1.4198 -4.0358 -0.4965
H 2.4068 -2.7300 0.2515
H 0.4165 -3.1839 1.6454
H -0.5927 -3.2945 0.2855
H -0.6785 -1.2559 1.3942
H 2.3041 -0.6651 -0.5423
H -0.8334 -1.2304 -3.2937
H -0.5928 1.0312 -6.8807
H 0.4412 0.1402 -8.1085
H 1.2503 1.4971 -7.2380
```

Summary:
HOMO level: -8.23 eV



11.
This record from the OMol25 dataset describes a molecular structure, C11H24MoN3O2S4. The level of theory is ωB97M-V/def2-TZVPD.

XYZ file:
```
45
C11H24MoN3O2S4 | the OMol25 dataset | ωB97M-V/def2-TZVPD
Mo 0.2973 -0.5685 -0.0320
C -0.8117 -2.7122 2.4922
C 0.0951 -1.8472 3.3476
S 1.3271 -0.9395 2.3429
C 1.2304 0.7977 2.8956
C -0.1303 1.4483 2.7852
S -0.8002 1.4072 1.0740
C -2.5070 0.7754 1.2992
C -2.6191 -0.6024 1.9190
S -1.5870 -1.8623 1.0696
H -0.2694 -3.5524 2.0573
H -1.6248 -3.1251 3.0915
H -0.4379 -1.1378 3.9781
H 0.6700 -2.4972 4.0092
H 1.5889 0.8370 3.9254
H 1.9673 1.2988 2.2650
H -0.8739 1.0066 3.4466
H -0.0470 2.5046 3.0450
H -3.0384 1.5068 1.9103
H -2.9349 0.8040 0.2970
H -2.3454 -0.6104 2.9720
H -3.6511 -0.9462 1.8384
N 1.0124 -2.5653 -0.9234
C 1.9607 -2.4628 -2.0865
C 3.1896 -1.6246 -1.7179
C 2.6929 -0.2254 -1.4902
O 2.6930 0.6632 -2.2946
O 2.0607 -0.0540 -0.2952
H 1.4803 -3.1205 -0.2072
H 0.2202 -3.1311 -1.2286
H 1.4297 -2.0043 -2.9207
H 2.2851 -3.4568 -2.3926
H 3.8992 -1.6220 -2.5426
H 3.6745 -2.0112 -0.8199
C -1.6355 3.6603 -3.7585
N -1.6433 2.3105 -3.1914
C -0.6774 1.8061 -2.4725
N 0.3745 2.5110 -2.0887
S -0.8548 0.0940 -2.0200
H -2.4562 3.7441 -4.4641
H -0.7050 3.8568 -4.2928
H -1.7771 4.4115 -2.9801
H -2.4357 1.7218 -3.4083
H 0.4326 3.4748 -2.3999
H 1.2818 2.0388 -2.0336
```

Summary:
2S+1: 3
Charge: +3
HOMO level (spin up / spin down): -18.92 / -19.61 eV
⟨S²⟩: 2.0197



Total energy list, top to bottom, in eV: -79309.031, -13479.279, -184261.993, -119142.894, -8916.219, -53399.145, -110561.823, -14987.278, -26982.323, -35784.685, -65534.345